# 1
ORCA calculation (the ωB97M-V functional and the def2-TZVPD basis) on a cluster of 2 separate species, CH5N2O in total in a non-equilibrium geometry.

Last column: Mulliken charge in e.
Element x y z (Å)
C  0.391  -0.069  0.603  0.37
N  1.478  -0.338  -0.059  -0.25
N  -0.397  0.852  0.157  -0.41
O  -2.305  -0.408  -0.103  -0.25
H  0.054  -0.724  1.498  0.34
H  2.260  -0.866  0.266  0.26
H  1.718  0.321  -0.745  0.24
H  -0.403  1.352  -0.733  0.33
H  -2.797  -0.120  -0.884  0.37

For the HOMO energy (alpha / beta), the calculation gives -16.3664 / -16.3161 eV. The lowest unoccupied orbital energy (alpha / beta) is -8.88 / -8.99 eV. The spin multiplicity is 1. The relative energy (zero: lowest compared OMol25 entry of this formula, charge and spin) is 140.2 kcal per mole. For the total energy, the calculation gives -6133.000 eV. Its charge is +1.

---

# 2
ORCA calculation (the ωB97M-V functional and the def2-TZVPD basis) on a cluster of 2 separate species, CH5N2O in total in a non-equilibrium geometry.

Last column: Mulliken charge in e.
Element x y z (Å)
C  1.141  -0.691  -0.102  -0.34
N  3.127  0.739  0.019  -0.09
N  2.222  0.101  -0.032  0.58
O  -0.978  1.146  0.079  -0.66
H  1.160  -1.591  -0.891  0.38
H  0.163  -0.102  -0.178  0.13
H  0.784  -1.259  0.747  0.34
H  -1.591  1.890  0.079  0.34
H  -1.291  0.690  -0.697  0.32

For the HOMO energy, the calculation gives -16.6118 eV. The lowest unoccupied orbital energy is -5.88 eV. The spin multiplicity is 1. The relative energy (zero: lowest compared OMol25 entry of this formula, charge and spin) is 66.7 kcal per mole. For the total energy, the calculation gives -6136.189 eV. Its charge is +1.

---

# 3
ORCA calculation (the ωB97M-V functional and the def2-TZVPD basis) on a cluster of 2 separate species, CH5N2O2 in total in a non-equilibrium geometry.

Last column: Mulliken charge in e.
Element x y z (Å)
C  -1.846  -0.172  -0.198  -0.90
N  2.297  1.307  0.247  -0.51
N  1.670  -0.961  0.725  0.07
O  1.020  -0.993  -0.370  -0.60
O  2.326  0.221  0.983  -0.07
H  -1.016  0.404  0.314  0.18
H  -1.306  -1.067  -0.412  0.22
H  -2.119  0.426  -1.078  0.21
H  1.746  1.147  -0.562  0.13
H  -2.772  -0.314  0.351  0.27

For the HOMO energy (alpha / beta), the calculation gives -2.6632 / -1.9663 eV. The lowest unoccupied orbital energy (alpha / beta) is 4.30 / 4.30 eV. The spin multiplicity is 1. The relative energy (zero: lowest compared OMol25 entry of this formula, charge and spin) is 155.9 kcal per mole. For the total energy, the calculation gives -8188.859 eV. Its charge is -1.

---

# 4
ORCA calculation (the ωB97M-V functional and the def2-TZVPD basis) on a cluster of 2 separate species, CH5N2O2 in total in a non-equilibrium geometry.

Last column: Mulliken charge in e.
Element x y z (Å)
C  -0.004  0.608  0.278  0.27
N  0.347  -0.159  -0.486  0.08
N  -0.582  1.635  0.930  -0.28
O  0.755  -2.530  -1.406  -0.69
O  -0.473  2.832  2.087  -0.20
H  0.396  -1.129  -0.822  0.40
H  0.889  -3.530  -1.135  0.37
H  -1.608  1.448  0.908  0.33
H  -1.175  3.362  1.645  0.41
H  1.456  -2.537  -1.999  0.32

For the HOMO energy, the calculation gives -16.1357 eV. The lowest unoccupied orbital energy is -6.33 eV. The spin multiplicity is 1. The relative energy (zero: lowest compared OMol25 entry of this formula, charge and spin) is 69.8 kcal per mole. For the total energy, the calculation gives -8181.271 eV. Its charge is +1.

---

# 5
ORCA calculation (the ωB97M-V functional and the def2-TZVPD basis) on a cluster of 2 separate species, CH5N2O2S in total in a non-equilibrium geometry.

Last column: Mulliken charge in e.
Element x y z (Å)
C  -1.561  -0.708  0.927  -0.38
N  -2.021  0.009  -0.062  -0.46
N  -1.303  1.063  -0.552  -0.23
O  3.600  -0.214  0.495  -0.65
O  1.616  0.972  -0.260  -0.68
S  2.172  -0.417  0.076  0.30
H  2.429  -1.082  -1.268  0.02
H  -0.630  -0.703  1.396  0.29
H  -2.242  -1.491  1.110  0.27
H  -1.707  1.266  -1.458  0.21
H  -0.353  1.305  -0.405  0.32

For the HOMO energy, the calculation gives -3.5508 eV. The lowest unoccupied orbital energy is 4.09 eV. The spin multiplicity is 1. The relative energy (zero: lowest compared OMol25 entry of this formula, charge and spin) is 11.3 kcal per mole. For the total energy, the calculation gives -19027.388 eV. Its charge is -1.

---

# 6
ORCA calculation (the ωB97M-V functional and the def2-TZVPD basis) on the ion CH5N2S with charge +1 in a non-equilibrium geometry.

Last column: Mulliken charge in e.
Element x y z (Å)
C  -0.210  0.294  -0.100  -0.27
N  1.000  -0.400  0.255  -0.47
N  -1.313  -0.748  -0.043  -0.06
S  -1.248  -2.341  -0.040  0.31
H  -0.155  0.941  -0.970  0.33
H  0.997  -0.793  1.134  0.23
H  1.540  -0.923  -0.391  0.25
H  -2.127  -0.338  0.514  0.37
H  -0.605  1.158  0.816  0.31

For the HOMO energy, the calculation gives -14.9187 eV. The lowest unoccupied orbital energy is -8.15 eV. The spin multiplicity is 1. The relative energy (zero: lowest compared OMol25 entry of this formula, charge and spin) is 74.3 kcal per mole. For the total energy, the calculation gives -14923.245 eV. Its charge is +1.